Entry P
19
Properties=species:S:1:pos:R:3:lowdin_charge:R:1 method="wB97M-V/def2-TZVPD" gap_ev=7.21 homo_energy_ev=-6.66 lumo_energy_ev=0.54
C -2.36 -1.89 0.26 -0.218
C -1.07 -1.09 0.35 -0.746
S -1.38 0.70 0.58 0.376
H -3.06 -1.36 -0.39 0.050
H -2.80 -2.02 1.25 0.062
H -2.19 -2.87 -0.19 0.058
H -0.49 -1.23 -0.57 0.025
H -0.44 -1.42 1.17 0.034
C 1.98 1.01 1.27 -0.074
N 0.46 1.04 -2.05 0.112
C 0.86 1.39 -0.82 -0.334
N 1.75 0.72 -0.13 -0.040
H 1.30 0.43 1.89 0.068
H 1.80 2.07 1.42 0.092
H 3.03 0.89 1.52 0.087
H 0.56 0.07 -2.32 0.104
H -0.43 1.44 -2.31 0.107
H 0.38 2.25 -0.38 0.088
H 2.10 -0.12 -0.55 0.150

Entry Q
19
Properties=species:S:1:pos:R:3:lowdin_charge:R:1 method="wB97M-V/def2-TZVPD" gap_ev=2.72 homo_energy_ev=-7.11 lumo_energy_ev=-4.38
N -1.14 -1.93 -1.55 0.014
C -0.39 0.52 1.02 -0.155
C -1.09 1.51 1.58 0.037
S -3.96 0.07 -0.12 0.182
C 1.11 0.52 0.82 -0.292
N 1.47 0.00 -0.41 0.049
C 2.89 -0.15 -0.57 -0.125
H -0.28 -1.54 -1.18 -0.048
H -1.13 -2.12 -2.54 0.000
H -0.76 -0.46 0.75 0.090
H -2.09 1.72 1.23 0.005
H -0.72 2.13 2.39 0.073
H -4.97 0.11 -0.98 -0.366
H 1.46 1.56 1.01 0.146
H 1.58 -0.10 1.65 0.183
H -1.83 -1.21 -1.37 -0.077
H 3.28 -1.00 0.00 0.098
H 3.14 -0.37 -1.60 0.080
H 3.41 0.74 -0.14 0.105

Entry R
19
Properties=species:S:1:pos:R:3:lowdin_charge:R:1 method="wB97M-V/def2-TZVPD" gap_ev=2.87 homo_energy_ev=-7.06 lumo_energy_ev=-4.19
N -0.26 0.42 1.65 0.082
C 0.47 -0.09 -1.48 -0.187
C 0.11 1.17 -1.27 0.008
S -3.23 0.90 0.44 0.178
C 1.82 -0.60 -1.20 -0.269
N 1.84 -1.10 0.13 0.046
C 3.01 -1.77 0.48 -0.143
H 0.28 -0.41 1.47 -0.020
H -0.10 0.87 2.54 0.025
H -0.30 -0.86 -1.50 0.105
H -0.89 1.47 -1.00 0.000
H 0.85 1.97 -1.23 0.068
H -4.32 0.13 0.36 -0.350
H 2.63 0.14 -1.31 0.143
H 2.08 -1.45 -1.84 0.144
H -1.23 0.29 1.37 -0.135
H 3.11 -1.89 1.56 0.091
H 3.95 -1.35 0.07 0.097
H 3.03 -2.81 0.11 0.116

According to the calculations, the structures order from most to least stable as entry P, entry R, entry Q.

Entry P
19
Properties=species:S:1:pos:R:3:lowdin_charge:R:1 method="wB97M-V/def2-TZVPD" gap_ev=9.75 homo_energy_ev=-8.84 lumo_energy_ev=0.91 smiles=C[C@@H](CS)NCN
C -1.53 0.31 -0.35 -0.089
C -0.28 -0.44 -0.58 -0.506
C 0.22 0.08 -1.91 -0.451
S 1.56 -1.12 -2.68 0.634
N 0.81 -0.15 0.45 -0.034
C 0.20 -0.47 1.74 -0.356
N 0.03 0.82 2.52 -0.038
H -1.28 1.38 -0.49 0.103
H -1.99 0.27 0.61 0.064
H -2.29 -0.03 -1.04 0.091
H -0.30 -1.51 -0.65 0.114
H 0.65 1.04 -1.77 0.061
H -0.56 0.19 -2.76 0.098
H 2.52 -0.24 -2.48 -0.189
H 1.69 -0.76 0.62 0.140
H 0.93 -1.13 2.33 0.114
H -0.74 -1.03 1.98 0.119
H -0.56 1.45 1.87 0.073
H 0.91 1.36 2.59 0.052

Entry Q
19
Properties=species:S:1:pos:R:3:lowdin_charge:R:1 method="wB97M-V/def2-TZVPD" gap_ev=7.83 homo_energy_ev=-7.99 lumo_energy_ev=-0.16
C -3.06 0.59 0.11 -0.098
N -0.01 0.10 -1.76 0.006
C -0.82 0.46 -0.85 -0.311
N -2.17 0.56 -1.05 -0.059
H -4.06 0.26 -0.17 0.080
H -3.16 1.56 0.60 0.076
H -2.64 -0.12 0.84 0.080
H -0.17 0.26 -2.74 0.039
H 1.94 0.69 -2.20 0.134
H -0.44 0.71 0.16 0.126
H -2.55 0.27 -1.93 0.125
C 1.98 -0.36 1.86 -0.202
C 2.19 -1.05 0.51 -0.712
S 3.14 -0.02 -0.63 0.458
H 1.46 0.59 1.76 0.049
H 2.96 -0.18 2.30 0.056
H 1.45 -1.01 2.56 0.066
H 1.23 -1.30 0.02 0.039
H 2.73 -1.99 0.59 0.046

Entry R
19
Properties=species:S:1:pos:R:3:lowdin_charge:R:1 method="wB97M-V/def2-TZVPD" gap_ev=9.48 homo_energy_ev=-8.48 lumo_energy_ev=1.00 smiles=NCCNCCS
N 0.57 0.02 2.66 -0.016
C 1.36 0.57 1.55 -0.282
C 1.18 -0.24 0.29 -0.263
N -0.19 -0.09 -0.19 -0.125
C -0.46 -0.70 -1.49 -0.289
C -1.53 0.11 -2.29 -0.538
S -2.89 0.69 -1.24 0.682
H 0.64 0.65 3.45 0.061
H 1.03 -0.81 3.03 0.065
H 2.44 0.67 1.78 0.104
H 0.97 1.59 1.46 0.117
H 1.91 0.10 -0.45 0.113
H 1.40 -1.33 0.28 0.121
H -0.84 -0.35 0.54 0.087
H 0.53 -0.81 -1.94 0.103
H -0.88 -1.71 -1.48 0.101
H -2.01 -0.58 -2.99 0.056
H -1.03 0.98 -2.71 0.061
H -2.19 1.24 -0.24 -0.160

Entry S
19
Properties=species:S:1:pos:R:3:lowdin_charge:R:1 method="wB97M-V/def2-TZVPD" gap_ev=9.74 homo_energy_ev=-8.85 lumo_energy_ev=0.89 smiles=CNC[C@@H](N)CS
C -1.09 -1.07 -2.20 -0.111
N -0.88 0.27 -1.47 -0.117
C -1.21 0.23 0.04 -0.136
C 0.03 0.81 1.00 -0.368
N 0.12 0.81 2.51 0.008
C 1.27 0.03 0.40 -0.516
S 2.96 0.56 1.02 0.651
H -0.29 -1.79 -1.97 0.059
H -1.26 -1.03 -3.32 0.084
H -2.02 -1.54 -1.77 0.069
H -1.54 0.94 -1.82 0.073
H -2.01 1.02 0.14 0.114
H -1.37 -0.62 0.62 0.074
H 0.09 1.91 0.84 0.118
H 1.09 0.89 2.72 -0.004
H -0.15 -0.11 2.87 0.062
H 1.26 -1.00 0.69 0.044
H 1.20 0.02 -0.70 0.052
H 3.78 -0.33 0.40 -0.155

According to the calculations, the structures order from most to least stable as entry R, entry P, entry S, entry Q.

Entry P
19
Properties=species:S:1:pos:R:3:lowdin_charge:R:1 method="wB97M-V/def2-TZVPD" gap_ev=9.97 homo_energy_ev=-9.31 lumo_energy_ev=0.66 smiles="[H]/N=C/N.CCCS"
H -0.51 -1.25 0.88 -0.004
N -0.16 -2.19 0.69 0.111
C 1.06 -2.21 0.98 -0.377
N 1.81 -3.44 0.91 0.008
H 1.57 -1.42 1.54 0.072
H 2.32 -3.49 1.79 0.065
H 2.61 -3.24 0.30 0.068
C -1.33 1.59 -2.13 -0.104
C -0.39 1.03 -1.04 -0.353
C -0.78 1.48 0.36 -0.562
S 0.71 1.38 1.43 0.704
H -0.97 1.35 -3.12 0.070
H -1.40 2.66 -1.92 0.069
H -2.35 1.22 -1.98 0.076
H -0.42 -0.06 -1.08 0.084
H 0.63 1.36 -1.30 0.094
H -1.55 0.82 0.76 0.070
H -1.11 2.51 0.36 0.065
H 0.26 1.91 2.56 -0.155

Entry Q
19
Properties=species:S:1:pos:R:3:lowdin_charge:R:1 method="wB97M-V/def2-TZVPD" gap_ev=9.64 homo_energy_ev=-8.70 lumo_energy_ev=0.95 smiles=C[C@@H](CS)NCN
C 0.77 1.75 -0.05 -0.065
C 0.33 0.29 -0.22 -0.526
C 1.57 -0.53 -0.57 -0.508
S 1.05 -1.61 -1.96 0.724
N -0.19 -0.19 1.06 -0.027
C -1.60 -0.08 1.04 -0.367
N -2.29 -0.71 -0.07 -0.015
H 1.64 1.71 0.57 0.064
H 0.15 2.43 0.41 0.049
H 1.05 2.25 -1.03 0.114
H -0.38 0.25 -1.07 0.105
H 1.76 -1.28 0.27 0.084
H 2.60 -0.04 -0.72 0.101
H 1.95 -2.52 -1.99 -0.200
H 0.34 0.43 1.65 0.104
H -1.87 0.98 1.10 0.092
H -2.33 -0.41 1.91 0.141
H -1.62 -1.27 -0.62 0.040
H -2.94 -1.44 0.33 0.090

Entry R
19
Properties=species:S:1:pos:R:3:lowdin_charge:R:1 method="wB97M-V/def2-TZVPD" gap_ev="7.51 / 9.16" homo_energy_ev="-7.80 / -9.21" lumo_energy_ev="-0.29 / -0.05"
C 1.80 -0.22 0.30 -0.082
C -0.03 -1.24 1.63 -0.138
C -0.31 -0.95 -0.89 -0.141
C 0.26 -0.43 0.35 -0.787
N -2.12 0.65 0.75 -0.377
N -0.85 2.74 -1.50 -0.046
S -0.65 1.18 0.70 0.906
H 2.27 -1.19 0.05 0.093
H 2.13 0.54 -0.39 0.069
H 2.06 0.08 1.35 0.088
H -1.16 -1.47 1.67 0.099
H 0.46 -0.88 2.54 0.082
H 0.32 -2.26 1.64 0.070
H -0.23 -0.38 -1.82 0.091
H -0.13 -1.98 -1.00 0.068
H -1.44 -0.86 -0.85 0.081
H -2.71 1.50 0.71 -0.008
H -1.76 2.23 -1.73 -0.021
H -1.11 3.66 -1.13 -0.047

According to the calculations, the structures order from most to least stable as entry P, entry Q, entry R.

Entry P
19
Properties=species:S:1:pos:R:3:lowdin_charge:R:1 method="wB97M-V/def2-TZVPD" gap_ev=9.54 homo_energy_ev=-8.64 lumo_energy_ev=0.90 smiles=CNC[C@H](N)CS
C -2.10 2.55 -0.83 -0.146
N -1.13 1.60 -0.26 -0.155
C -0.45 0.86 -1.32 -0.208
C 0.38 -0.32 -0.70 -0.433
N -0.51 -1.52 -0.60 0.006
C 0.94 -0.02 0.76 -0.523
S 1.50 -1.60 1.56 0.669
H -3.01 2.16 -1.31 0.069
H -2.36 3.27 -0.05 0.072
H -1.60 3.02 -1.72 0.082
H -1.57 1.17 0.54 0.102
H 0.31 1.60 -1.60 0.122
H -1.15 0.33 -2.00 0.115
H 1.36 -0.27 -1.27 0.135
H -1.36 -1.26 -1.08 0.052
H -0.01 -2.24 -1.11 0.071
H 0.12 0.42 1.36 0.050
H 1.67 0.76 0.74 0.057
H 2.40 -1.79 0.55 -0.137

Entry Q
19
Properties=species:S:1:pos:R:3:lowdin_charge:R:1 method="wB97M-V/def2-TZVPD" gap_ev=9.79 homo_energy_ev=-8.86 lumo_energy_ev=0.92 smiles=NC[C@H](N)CCS
N -1.18 -1.65 -0.32 0.010
C -0.49 -1.10 0.83 -0.265
C 0.81 -0.37 0.46 -0.431
N 1.72 -0.21 1.60 0.026
C 0.58 1.01 -0.14 -0.243
C -0.04 0.99 -1.54 -0.556
S -1.82 1.38 -1.63 0.678
H -2.12 -1.29 -0.40 0.049
H -1.03 -2.64 -0.44 0.071
H -1.10 -0.38 1.39 0.117
H -0.30 -1.87 1.59 0.106
H 1.35 -1.00 -0.26 0.137
H 1.43 0.60 2.15 0.064
H 1.69 -1.01 2.22 0.063
H 1.59 1.42 -0.24 0.109
H 0.04 1.64 0.57 0.106
H 0.11 0.03 -2.01 0.052
H 0.45 1.75 -2.14 0.063
H -1.67 2.71 -1.69 -0.155

According to the calculations, the structures order from most to least stable as entry Q, entry P.